Record 1
Molecular formula: C17H24CeN9O6S4
Method: DFT, ωB97M-V/def2-TZVPD

Structure (XYZ):
```
61
Properties=species:S:1:pos:R:3:forces:R:3
Ce -0.140 -0.093 0.099 0.3 1.1 -0.4
S 3.614 -2.127 -1.690 0.1 -0.3 -0.3
C 2.677 -1.104 -0.790 0.1 -0.3 0.4
S 2.135 -1.586 0.808 0.3 -0.5 0.0
S 2.153 0.445 -1.369 0.6 0.3 -0.4
O 0.925 0.830 2.140 0.1 0.3 0.8
C 0.523 1.044 3.284 0.1 0.1 -0.1
C -0.828 1.361 3.648 -0.5 -0.1 -0.3
C -1.114 1.736 4.963 0.0 0.1 0.2
C -2.385 2.114 5.320 0.1 -0.2 -0.6
C -3.423 2.106 4.367 0.0 0.0 0.2
C -3.180 1.712 3.087 0.0 0.0 -0.2
C -1.874 1.324 2.653 0.1 0.3 0.5
O -1.661 0.994 1.447 -0.6 0.2 0.4
N -2.664 2.523 6.674 0.0 0.1 0.4
O -1.746 2.509 7.477 -0.1 0.0 -0.1
O -3.803 2.864 6.947 0.1 0.0 -0.1
H 1.250 1.022 4.114 0.1 0.1 0.0
H -0.327 1.751 5.707 0.0 0.0 0.0
H -4.407 2.416 4.685 0.0 0.0 0.0
H -3.971 1.684 2.349 0.0 0.0 0.0
N -0.374 -1.498 -2.225 -0.2 -0.7 0.1
C -0.187 -2.815 -1.577 -0.4 -0.5 0.0
C -0.177 -3.979 -2.581 0.0 -0.2 0.5
C 0.019 -5.418 -2.034 0.1 0.6 0.2
C 1.242 -5.679 -1.128 -0.2 -0.2 -0.5
N 1.207 -5.121 0.218 0.1 0.8 0.2
C 0.312 -5.391 1.149 0.3 -0.3 0.0
N -0.554 -6.409 1.030 0.0 0.1 -0.1
N 0.370 -4.738 2.314 0.0 0.2 0.1
C -1.252 -2.938 -0.425 0.6 -0.7 -0.5
O -2.013 -3.895 -0.380 0.0 -0.1 -0.1
O -1.181 -2.008 0.456 -0.6 -0.8 0.2
H -1.236 -1.526 -2.764 0.0 0.1 0.0
H 0.385 -1.344 -2.885 0.0 0.2 0.1
H 0.796 -2.767 -1.111 0.0 0.0 0.2
H 0.627 -3.774 -3.294 -0.1 0.1 -0.1
H -1.137 -3.966 -3.106 0.1 0.0 -0.2
H 0.137 -6.074 -2.899 0.0 -0.1 0.1
H -0.901 -5.693 -1.524 -0.1 -0.1 0.0
H 2.127 -5.258 -1.607 0.1 0.0 0.1
H 1.390 -6.759 -1.034 0.1 0.0 -0.1
H 1.860 -4.357 0.438 -0.3 -0.1 -0.3
H -0.742 -6.775 0.113 0.0 0.0 -0.1
H -1.333 -6.427 1.666 -0.1 0.0 0.0
H 0.938 -3.903 2.356 -0.1 0.1 0.0
H -0.421 -4.775 2.934 0.0 0.0 0.0
C 0.097 5.696 -0.771 0.0 0.0 0.0
C -0.836 4.708 -1.359 0.1 -0.2 0.1
N -1.790 4.952 -2.186 -0.1 0.5 -0.2
N -2.368 3.746 -2.441 0.4 -0.2 0.4
C -1.781 2.729 -1.785 0.0 0.0 0.1
S -2.156 1.114 -1.855 -0.2 0.0 -0.2
N -0.788 3.353 -1.069 -0.3 0.3 -0.3
N 0.090 2.694 -0.221 0.2 0.1 -0.1
H -0.120 6.676 -1.185 0.0 0.0 0.0
H 1.130 5.430 -0.997 0.0 0.0 0.0
H -0.021 5.731 0.313 0.0 0.0 0.0
H -3.138 3.678 -3.082 0.0 -0.1 0.0
H 0.046 3.084 0.716 -0.1 -0.1 0.0
H 1.049 2.746 -0.563 -0.1 0.0 -0.1
```
Forces are in eV/Å.

Calculated values
Spin multiplicity: 2
E_LUMO (spin up / spin down), eV: -0.204 / -0.202
Charge: 0
HOMO level (spin up / spin down), Ha: -0.2498 / -0.2504
Gap between HOMO and LUMO (spin up / spin down), eV: 6.6 / 6.6
Total energy, Eh: -3674.44800
Relative energy (zero: lowest compared OMol25 entry of this formula, charge and spin), kJ/mol: 27.2
Largest force on an atom, eV/Å: 1.18

What are the Mulliken partial charges on each atom? They are as follows, in elementary charge units:
1 Ce 0.6770
2 S -0.2933
3 C 0.3438
4 S -0.4766
5 S -0.4996
6 O -0.4358
7 C -0.2966
8 C 1.0175
9 C -0.5178
10 C -0.4268
11 C -0.3517
12 C -0.7563
13 C 0.0613
14 O -0.2510
15 N 1.0054
16 O -0.6330
17 O -0.6354
18 H 0.3359
19 H 0.5187
20 H 0.4899
21 H 0.4823
22 N -0.2496
23 C 1.0441
24 C -1.3197
25 C -0.5157
26 C -1.0361
27 N 0.0182
28 C 0.7437
29 N -0.4132
30 N -0.4280
31 C 0.5202
32 O -0.6820
33 O -0.3548
34 H 0.3150
35 H 0.2701
36 H -0.7600
37 H 0.4144
38 H 0.3349
39 H 0.3555
40 H 0.3238
41 H 0.4271
42 H 0.3681
43 H 0.1728
44 H 0.2275
45 H 0.2527
46 H 0.1358
47 H 0.2354
48 C -1.2150
49 C 0.9127
50 N -0.8048
51 N 0.2176
52 C 0.3396
53 S -0.5593
54 N 0.3758
55 N -0.7056
56 H 0.3601
57 H 0.2898
58 H 0.2814
59 H 0.1634
60 H 0.2411
61 H 0.3455

---

Record 2
Molecular formula: C17H24ClN3O3
Method: DFT, ωB97M-V/def2-TZVPD

Structure (XYZ):
```
48
Properties=species:S:1:pos:R:3:forces:R:3
C -6.554 -2.924 -0.209 0.2 0.3 -0.1
C -6.282 -1.509 -0.701 -0.5 -0.1 0.2
O -4.886 -1.242 -0.794 0.4 0.1 0.0
C -4.274 -0.910 0.371 0.0 -0.2 -0.1
O -4.861 -0.773 1.420 -0.3 0.1 0.2
N -2.938 -0.777 0.227 0.1 -0.1 -0.1
C -2.243 -0.798 -1.040 -0.1 0.1 -0.5
C -1.734 0.602 -1.385 0.2 -0.3 0.3
C -0.835 1.127 -0.256 -0.4 0.1 -0.2
N -0.336 2.454 -0.612 -0.3 0.3 0.2
C 1.096 2.587 -0.673 0.1 0.0 0.2
C 1.830 2.432 0.688 -0.3 -0.2 -0.3
N 3.111 1.783 0.545 0.2 0.3 0.0
C 3.207 0.432 0.546 0.2 0.3 0.0
O 2.252 -0.289 0.768 -0.2 -0.2 0.1
C 4.576 -0.110 0.302 0.2 -0.3 -0.1
C 4.919 -1.307 0.925 -0.1 0.2 -0.1
C 6.167 -1.869 0.742 0.1 0.0 0.0
C 7.079 -1.235 -0.089 -0.2 0.1 0.0
Cl 8.643 -1.926 -0.329 0.2 -0.1 0.0
C 6.746 -0.057 -0.740 0.1 -0.1 0.0
C 5.498 0.503 -0.541 -0.1 -0.1 0.2
C -1.636 1.118 1.049 0.3 -0.3 -0.1
C -2.144 -0.295 1.335 -0.2 0.2 0.3
H -7.624 -3.113 -0.213 -0.1 -0.1 0.0
H -6.178 -3.036 0.804 0.0 0.0 0.1
H -6.060 -3.648 -0.853 0.0 -0.1 -0.1
H -6.740 -0.782 -0.022 0.0 -0.1 -0.2
H -6.663 -1.364 -1.715 0.0 0.0 0.1
H -2.917 -1.169 -1.809 0.2 0.0 0.1
H -1.391 -1.482 -0.949 0.0 0.0 -0.1
H -1.172 0.575 -2.318 0.0 0.0 -0.1
H -2.578 1.282 -1.516 0.0 0.1 0.0
H 0.013 0.439 -0.148 0.0 0.1 0.1
H -0.746 3.168 -0.022 0.0 0.0 0.0
H 1.327 3.561 -1.114 0.1 -0.1 0.0
H 1.467 1.812 -1.350 0.1 0.1 0.0
H 1.230 1.788 1.336 0.0 0.2 0.0
H 1.969 3.399 1.174 0.0 -0.1 0.0
H 3.913 2.344 0.312 0.0 -0.1 0.1
H 4.188 -1.787 1.557 -0.1 0.0 0.0
H 6.434 -2.792 1.232 0.0 -0.1 0.0
H 7.459 0.414 -1.400 0.1 0.0 -0.1
H 5.242 1.406 -1.077 0.0 0.1 0.0
H -2.488 1.797 0.957 0.0 0.1 0.0
H -1.018 1.453 1.885 0.0 0.1 0.0
H -2.772 -0.312 2.227 0.2 -0.1 -0.1
H -1.292 -0.969 1.475 0.0 0.0 0.0
```
Forces are in eV/Å.

Calculated values
E_LUMO, eV: 0.509
Charge: 0
HOMO level, Ha: -0.3172
Gap between HOMO and LUMO, eV: 9.1
Total energy, Eh: -1512.42840
Relative energy (zero: lowest compared OMol25 entry of this formula, charge and spin), kJ/mol: 46.6
Largest force on an atom, eV/Å: 0.54
SMILES string: CCOC(=O)N1CCC(NCCNC(=O)c2ccc(Cl)cc2)CC1

What are the Mulliken partial charges on each atom? They are as follows, in elementary charge units:
1 C -1.1144
2 C -0.2895
3 O -0.3850
4 C 0.7987
5 O -0.6630
6 N 0.1105
7 C -0.7746
8 C -0.9596
9 C 0.4077
10 N -0.2960
11 C -0.7760
12 C -0.4516
13 N -0.1967
14 C 0.4726
15 O -0.6289
16 C 0.3878
17 C -0.3128
18 C -0.6690
19 C 0.4008
20 Cl -0.2090
21 C -0.8417
22 C -0.3712
23 C -0.6327
24 C -1.1594
25 H 0.3805
26 H 0.3096
27 H 0.2894
28 H 0.3270
29 H 0.3201
30 H 0.4433
31 H 0.3233
32 H 0.3283
33 H 0.2217
34 H 0.0393
35 H 0.3266
36 H 0.3522
37 H 0.3801
38 H 0.2405
39 H 0.3639
40 H 0.2407
41 H 0.4231
42 H 0.4121
43 H 0.4108
44 H 0.3917
45 H 0.3660
46 H 0.4104
47 H 0.4907
48 H 0.3615

---

Record 3
Molecular formula: C17H24F5KN3OTa
Method: DFT, ωB97M-V/def2-TZVPD

Structure (XYZ):
```
52
Properties=species:S:1:pos:R:3:forces:R:3
N 1.991 -0.378 0.245 -0.1 -0.2 0.1
C 3.061 -0.475 0.843 1.9 -0.4 1.2
O 4.077 -0.575 1.425 -2.6 0.3 -1.6
K 0.712 0.775 -3.392 0.5 -0.2 -1.6
Ta 0.061 -0.200 -0.047 2.0 -0.4 0.2
N -0.649 -1.639 -1.212 0.1 0.8 -0.1
N 0.118 1.454 -1.093 -1.6 -0.6 1.6
C -0.332 -3.059 -0.811 -0.2 -0.3 -0.7
C 0.806 2.813 -1.004 -0.1 -0.3 -0.4
C 0.884 -3.497 -1.624 0.2 -0.2 0.0
C -1.523 -3.973 -1.114 -0.1 -0.2 0.1
C -0.034 -3.126 0.671 0.0 0.1 0.3
C 0.389 3.680 -2.209 0.0 0.2 0.1
C 0.389 3.457 0.314 0.0 0.4 0.1
C 2.305 2.560 -1.070 0.5 0.1 0.0
H 0.664 -3.479 -2.700 0.1 -0.2 0.3
H 1.161 -4.523 -1.342 0.0 0.3 -0.2
H 1.745 -2.839 -1.435 -0.1 -0.2 0.0
H -2.445 -3.567 -0.681 0.1 -0.1 -0.1
H -1.340 -4.958 -0.663 0.0 0.3 -0.1
H -1.660 -4.136 -2.188 0.0 0.0 0.2
H 0.806 -2.474 0.971 -0.2 -0.3 0.0
H 0.274 -4.155 0.915 0.0 0.4 0.0
H -0.928 -2.902 1.270 0.2 0.0 -0.1
H 0.946 3.439 -3.136 -0.3 0.1 0.4
H 0.644 4.723 -1.974 -0.1 -0.3 -0.2
H -0.692 3.645 -2.405 0.3 0.1 0.1
H -0.700 3.622 0.352 0.4 0.1 0.1
H 0.880 4.439 0.410 -0.2 -0.3 0.0
H 0.681 2.845 1.181 0.0 0.1 -0.3
H 2.645 1.851 -0.307 -0.1 0.4 -0.2
H 2.828 3.516 -0.908 -0.1 -0.3 -0.1
H 2.639 2.185 -2.060 -0.2 0.2 0.4
C -1.391 1.453 -1.143 0.2 0.9 -0.3
H -1.819 0.624 -0.477 -0.4 0.7 -0.7
H -1.789 2.396 -0.740 0.0 -0.6 0.1
H -1.789 1.333 -2.172 0.1 -0.2 0.7
C -1.195 -1.520 -2.600 -0.1 0.0 0.4
H -1.977 -2.276 -2.751 0.3 0.3 0.0
H -1.704 -0.552 -2.767 0.4 -0.4 0.1
H -0.413 -1.696 -3.371 -0.4 0.0 0.4
F 1.304 -1.330 2.830 -1.0 0.9 0.3
C 0.281 -0.453 3.105 0.3 -0.3 -0.2
C -0.502 0.083 2.054 -0.6 0.2 0.5
C -1.534 0.951 2.491 0.2 -0.1 0.0
F -2.387 1.511 1.575 0.7 -0.4 0.6
C -1.734 1.291 3.826 -0.8 0.7 -0.1
F -2.712 2.157 4.167 0.9 -0.8 -0.3
C -0.914 0.746 4.811 -0.2 0.3 1.1
F -1.098 1.073 6.104 0.2 -0.4 -1.6
C 0.093 -0.142 4.448 0.7 -0.6 0.5
F 0.877 -0.703 5.391 -0.8 0.6 -0.9
```
Forces are in eV/Å.

Calculated values
E_LUMO, eV: -7.918
Charge: +2
HOMO level, Ha: -0.5572
Gap between HOMO and LUMO, eV: 7.2
Total energy, Eh: -2057.43116
Relative energy (zero: lowest compared OMol25 entry of this formula, charge and spin), kJ/mol: 0.0
Largest force on an atom, eV/Å: 3.06

What are the Mulliken partial charges on each atom? They are as follows, in elementary charge units:
1 N -0.5376
2 C 1.1215
3 O -0.3900
4 K 0.9625
5 Ta -0.6637
6 N 0.6400
7 N 0.3651
8 C 1.4382
9 C 0.9261
10 C -1.4317
11 C -1.9116
12 C -1.8703
13 C -1.3693
14 C -1.4262
15 C -1.2920
16 H 0.3896
17 H 0.4496
18 H 0.2304
19 H 0.4266
20 H 0.4424
21 H 0.5070
22 H 0.5225
23 H 0.6129
24 H 0.3440
25 H 0.3359
26 H 0.4341
27 H 0.3695
28 H 0.3951
29 H 0.5168
30 H 0.2942
31 H 0.1868
32 H 0.4682
33 H 0.2528
34 C -1.2840
35 H 0.6576
36 H 0.4950
37 H 0.3071
38 C -1.1400
39 H 0.2820
40 H 0.2135
41 H 0.4682
42 F -0.3108
43 C 0.4587
44 C -0.4368
45 C 0.5768
46 F -0.3481
47 C 0.2180
48 F -0.2550
49 C 0.6947
50 F -0.2330
51 C 0.1420
52 F -0.2449

---

Record 4
Molecular formula: C17H24N2O6S
Method: DFT, ωB97M-V/def2-TZVPD

Structure (XYZ):
```
50
Properties=species:S:1:pos:R:3:forces:R:3
C 6.146 -0.653 -1.279 -0.1 0.2 0.1
C 5.383 0.464 -0.574 0.6 -0.2 0.2
N 3.942 0.364 -0.703 -0.4 -0.7 0.7
C 3.406 0.454 -2.051 -0.5 0.0 -0.4
C 1.986 1.003 -2.041 0.2 0.0 -0.2
S 3.233 -0.842 0.231 -0.2 0.5 0.2
O 4.147 -1.202 1.275 0.2 0.3 0.0
O 2.688 -1.883 -0.593 -0.2 0.2 -0.1
C 1.884 0.064 0.994 0.2 -0.3 -0.2
C 2.192 1.182 1.745 0.0 0.1 0.1
C 1.168 1.909 2.332 0.1 0.0 0.0
C -0.149 1.528 2.141 -0.1 -0.2 -0.1
C -0.450 0.400 1.384 0.3 -0.1 0.1
C -1.856 -0.050 1.166 0.1 0.2 0.2
O -2.241 -1.175 1.435 0.2 -0.2 0.1
N -2.702 0.870 0.652 -0.3 -0.1 -0.1
C -2.345 2.086 -0.047 0.0 0.5 -0.4
C -3.279 2.088 -1.275 -0.1 0.4 0.4
O -2.748 1.381 -2.350 0.3 -0.5 -0.3
C -4.560 1.457 -0.699 0.2 0.0 -0.1
C -4.046 0.418 0.306 -0.1 -0.5 0.3
C -3.929 -0.971 -0.330 -0.1 0.4 0.0
O -3.210 -1.189 -1.278 0.0 -0.2 -0.1
O -4.769 -1.836 0.203 -0.3 0.1 0.2
C -4.684 -3.175 -0.273 0.1 -0.3 -0.3
C 0.579 -0.350 0.826 -0.1 -0.1 0.0
H 5.985 -0.620 -2.354 0.0 0.0 -0.1
H 7.211 -0.555 -1.083 0.1 0.0 0.0
H 5.804 -1.613 -0.900 0.1 -0.1 0.0
H 5.685 1.445 -0.957 -0.1 -0.1 0.1
H 5.592 0.422 0.496 0.2 0.2 -0.1
H 4.057 1.125 -2.616 0.0 -0.1 0.1
H 3.408 -0.532 -2.531 0.1 0.2 -0.1
H 1.297 0.265 -1.644 -0.1 0.0 -0.1
H 1.932 1.903 -1.431 0.0 0.1 0.0
H 1.680 1.247 -3.056 -0.1 0.0 -0.1
H 3.226 1.463 1.864 0.1 0.1 0.1
H 1.396 2.777 2.932 0.0 0.1 0.0
H -0.948 2.095 2.594 -0.1 0.1 0.0
H -1.297 2.079 -0.346 -0.1 0.1 0.0
H -2.541 2.961 0.582 0.1 0.0 0.0
H -3.452 3.103 -1.642 0.0 -0.1 0.1
H -2.704 0.433 -2.119 -0.1 0.1 0.0
H -5.161 1.004 -1.486 0.0 0.1 0.0
H -5.156 2.213 -0.189 0.0 0.0 0.0
H -4.669 0.336 1.202 0.1 0.0 -0.1
H -5.532 -3.704 0.153 0.0 0.0 0.0
H -3.745 -3.619 0.062 -0.1 0.0 0.0
H -4.721 -3.193 -1.364 0.0 0.0 0.1
H 0.370 -1.241 0.254 -0.1 -0.1 -0.1
```
Forces are in eV/Å.

Calculated values
E_LUMO, eV: 0.429
Charge: 0
HOMO level, Ha: -0.3459
Gap between HOMO and LUMO, eV: 9.8
Total energy, Eh: -1621.34961
Relative energy (zero: lowest compared OMol25 entry of this formula, charge and spin), kJ/mol: 40.9
Largest force on an atom, eV/Å: 1.07
SMILES string: CCN(CC)S(=O)(=O)c1cccc(C(=O)N2C[C@@H](O)C[C@H]2C(=O)OC)c1

What are the Mulliken partial charges on each atom? They are as follows, in elementary charge units:
1 C -1.0932
2 C -0.6864
3 N 0.1146
4 C -0.6516
5 C -1.2267
6 S 1.3850
7 O -0.7306
8 O -0.6888
9 C -0.0627
10 C -0.4742
11 C -0.9545
12 C -0.1452
13 C -0.0639
14 C 0.4971
15 O -0.6766
16 N 0.1905
17 C -0.4438
18 C -0.2420
19 O -0.6135
20 C -0.7336
21 C -0.0967
22 C 0.4760
23 O -0.6839
24 O -0.3254
25 C -0.7032
26 C -0.3603
27 H 0.2911
28 H 0.4023
29 H 0.3275
30 H 0.4888
31 H 0.3892
32 H 0.5741
33 H 0.3220
34 H 0.2382
35 H 0.2856
36 H 0.5116
37 H 0.4305
38 H 0.4288
39 H 0.5013
40 H 0.1586
41 H 0.2784
42 H 0.4536
43 H 0.4592
44 H 0.3370
45 H 0.3510
46 H 0.3634
47 H 0.2468
48 H 0.2870
49 H 0.3077
50 H 0.5601